A structure of composition C45H35CoF6N4O6P2Sb. Source: OMol25; level of theory: the ωB97M-V functional and the def2-TZVPD basis.

Each line ends with the Löwdin charge.
Geometry (Å):
Co 0.98518 -0.73642 0.00492  0.491
O 1.61012 -0.13714 1.66782  -0.148
C 2.48140 -0.86974 2.32270  -0.324
C 2.45342 -0.84508 3.73300  -0.022
C 3.33596 -1.59377 4.47601  -0.084
C 4.31184 -2.38648 3.86259  -0.106
C 4.38743 -2.39210 2.49004  -0.053
C 3.48853 -1.65756 1.70827  -0.163
C 3.70746 -1.51418 0.28909  -0.034
N 2.78512 -1.08754 -0.48038  -0.037
N 3.13073 -0.48640 -1.69171  0.131
C 2.32025 0.51552 -1.83348  -0.410
O 1.36422 0.79621 -0.98446  -0.135
C 2.47741 1.42415 -2.99503  -0.133
C 1.51008 2.39060 -3.24457  -0.021
C 1.64809 3.24587 -4.32835  -0.079
C 2.74699 3.13607 -5.16724  -0.101
C 3.71186 2.16592 -4.92196  -0.091
C 3.57999 1.31286 -3.83921  -0.029
H 1.70017 -0.22693 4.20440  0.100
H 3.26806 -1.56994 5.55777  0.099
H 4.99294 -2.98090 4.45615  0.093
H 5.14455 -2.98137 1.98490  0.115
H 4.70629 -1.62597 -0.12788  0.142
H 0.65402 2.45862 -2.58813  0.076
H 0.89125 3.99649 -4.51829  0.100
H 2.85239 3.80292 -6.01424  0.095
H 4.56897 2.07564 -5.57749  0.096
H 4.31963 0.55130 -3.63313  0.106
N -1.40092 1.58756 -0.17269  -0.351
P -0.59127 3.10347 0.08271  1.044
C -1.91545 4.08601 0.90133  -0.379
C -3.26168 3.88779 0.61316  -0.122
C -4.23632 4.72866 1.13549  -0.094
C -3.87593 5.79636 1.94252  -0.105
C -2.53246 6.02352 2.21468  -0.092
C -1.56333 5.18062 1.69465  -0.109
C 0.57942 2.89650 1.47286  -0.382
C 1.93361 2.92557 1.14718  -0.110
C 2.90282 2.80827 2.13274  -0.077
C 2.52546 2.65984 3.45716  -0.091
C 1.17852 2.64932 3.79774  -0.082
C 0.21281 2.77416 2.81359  -0.100
P -1.10780 0.05154 0.48538  1.059
C -1.58408 0.13406 2.23189  -0.303
C -0.97407 -0.71961 3.14499  -0.071
C -1.37685 -0.71254 4.47344  -0.066
C -2.38566 0.14184 4.89289  -0.086
C -3.01320 0.97794 3.97713  -0.083
C -2.62008 0.96583 2.64910  -0.097
C -2.49014 -0.91529 -0.20717  -0.300
C -2.36114 -2.29275 -0.34253  -0.077
C -3.41642 -3.04756 -0.83498  -0.057
C -4.60404 -2.43110 -1.19678  -0.089
C -4.73807 -1.05494 -1.06002  -0.086
C -3.68682 -0.30012 -0.56539  -0.084
H -1.34114 1.39273 -1.17900  0.017
H -3.54697 3.06138 -0.02636  0.081
H -5.27967 4.54696 0.90789  0.098
H -4.63409 6.45148 2.35281  0.095
H -2.23937 6.85831 2.83939  0.098
H -0.51943 5.36361 1.92162  0.104
H 2.22486 3.02254 0.10900  0.094
H 3.95117 2.81593 1.86200  0.105
H 3.27975 2.54747 4.22630  0.103
H 0.87859 2.53669 4.83274  0.104
H -0.83206 2.78043 3.09356  0.094
H -0.18212 -1.38357 2.82806  0.085
H -0.89347 -1.37886 5.17667  0.108
H -2.69186 0.15043 5.93184  0.098
H -3.80889 1.63981 4.29637  0.102
H -3.10512 1.61917 1.93744  0.084
H -1.43613 -2.78505 -0.08650  0.063
H -3.29485 -4.11821 -0.93731  0.111
H -5.42471 -3.01943 -1.58830  0.097
H -5.66245 -0.56711 -1.34417  0.097
H -3.78766 0.77324 -0.47158  0.082
O -0.94470 -0.02864 -2.50103  0.014
C -0.38264 -1.12397 -2.48815  -0.553
O 0.37005 -1.59972 -1.56943  -0.086
C -0.58696 -2.07119 -3.64647  -0.087
C -1.52683 -1.75244 -4.61756  0.000
C -1.75123 -2.60424 -5.68987  -0.060
C -1.02884 -3.77990 -5.80272  -0.009
C -0.09241 -4.07377 -4.82538  -0.130
C 0.14229 -3.24992 -3.74092  0.080
N 0.68737 -5.31913 -4.95843  -0.353
O 1.58960 -5.51125 -4.17393  0.091
O 0.38712 -6.07946 -5.86379  0.051
H -2.07499 -0.82606 -4.50878  0.119
H -2.48900 -2.35320 -6.44057  0.102
H -1.17449 -4.46527 -6.62390  0.113
H 0.86168 -3.51424 -2.97963  0.128
F 0.64909 -2.49217 0.90400  -0.339
Sb 0.82214 -4.44533 1.15630  1.403
F 2.52357 -4.33930 0.36358  -0.328
F 0.03381 -4.64597 -0.54293  -0.335
F 0.94800 -6.30010 1.41918  -0.354
F -0.90384 -4.35319 1.91043  -0.346
F 1.55554 -4.06513 2.84436  -0.325

HOMO energy (eV): -5.499
Total charge: -1
F_max (eV Å⁻¹): 0.18
Kohn-Sham gap (eV): 7.40
Energy relative to the best compared isomer or geometry (same formula, charge and spin) (eV): 0.000

A structure of composition C45H35F12N3O4PTi in a non-equilibrium geometry. Source: OMol25; level of theory: the ωB97M-V functional and the def2-TZVPD basis.

Each line ends with the Löwdin charge.
Geometry (Å):
Ti 1.38113 0.61651 0.49839  0.925
C 0.67367 2.69321 -6.19506  -0.064
C 0.53729 2.47860 -4.70923  -0.281
C -0.59058 2.86079 -3.99858  -0.050
C -0.68459 2.65013 -2.63809  -0.013
C 0.32908 2.01577 -1.89384  -0.196
N 0.21364 1.74969 -0.55320  -0.056
C -0.83562 2.10751 0.30068  -0.228
C -2.20029 1.95909 0.02746  -0.033
C -3.16680 2.13004 1.00664  -0.041
C -2.83078 2.43733 2.31191  -0.262
C -3.85179 2.49074 3.41623  -0.046
C -1.49317 2.70568 2.58015  0.018
C -0.51650 2.58665 1.60749  -0.076
C 0.89770 3.12183 1.83358  -0.304
O 1.89366 2.29747 1.38894  -0.217
C 0.89559 4.53649 1.12847  -0.515
F 0.60287 4.47627 -0.17618  0.164
F 2.06904 5.17842 1.25329  0.155
F -0.05306 5.34842 1.66609  0.133
C 1.24587 3.41614 3.33822  -0.521
F 1.01258 2.33602 4.11071  0.137
F 2.55863 3.69164 3.45849  0.150
F 0.59008 4.43974 3.92609  0.136
C 1.53802 1.72482 -2.61190  -0.055
C 1.59358 1.94763 -3.98183  0.003
C 2.85257 1.36840 -1.88763  -0.272
O 2.71934 0.61453 -0.73922  -0.215
C 3.58457 2.72363 -1.57991  -0.535
F 2.88263 3.49816 -0.77703  0.182
F 3.80630 3.45454 -2.69437  0.145
F 4.78434 2.51135 -1.00277  0.160
C 3.88984 0.57412 -2.77512  -0.518
F 4.61493 1.31798 -3.63623  0.139
F 3.28778 -0.37720 -3.52208  0.128
F 4.77498 -0.06211 -1.99143  0.156
H -0.26330 3.04594 -6.62683  0.066
H 1.44867 3.43379 -6.40815  0.075
H 0.95828 1.76740 -6.69946  0.073
H -1.41766 3.33380 -4.51850  0.106
H -1.55887 3.00722 -2.11448  0.098
H -2.51226 1.66902 -0.96330  0.094
H -4.20779 1.97880 0.74388  0.109
H -4.86050 2.35758 3.02448  0.070
H -3.65645 1.69294 4.13716  0.073
H -3.80567 3.44334 3.94827  0.076
H -1.23384 3.04050 3.57493  0.120
H 2.50342 1.73551 -4.52736  0.117
O 2.53595 0.20728 2.78527  -0.102
N 1.21640 -0.09004 2.30656  -0.209
C 0.38158 -0.27341 3.33409  -0.129
C -0.90501 -0.83896 3.29299  -0.229
C -1.58775 -0.95802 4.54019  -0.062
C -2.71764 -1.71296 4.68117  -0.112
C -3.22274 -2.42692 3.58075  -0.105
C -2.62298 -2.26762 2.34738  -0.135
C -1.53003 -1.41796 2.14217  -0.309
P -0.83896 -1.21029 0.45890  1.166
C -0.67846 -3.03557 0.16777  -0.329
C -1.18196 -3.72575 -0.93187  -0.086
C -1.04691 -5.10566 -1.02690  -0.091
C -0.41569 -5.82156 -0.02217  -0.101
C 0.06876 -5.14734 1.09061  -0.083
C -0.06164 -3.77372 1.18245  -0.098
C -2.32657 -0.91894 -0.61064  -0.340
C -2.10223 -0.78137 -1.98450  -0.116
C -3.14894 -0.53830 -2.86053  -0.082
C -4.44552 -0.41526 -2.38414  -0.094
C -4.67399 -0.50610 -1.01870  -0.088
C -3.62634 -0.74232 -0.14152  -0.110
H 2.70058 1.12446 2.47291  0.065
H 0.77976 -0.03986 4.31501  0.117
H -1.15795 -0.45094 5.39767  0.106
H -3.20616 -1.78721 5.64570  0.092
H -4.07310 -3.08769 3.69441  0.088
H -3.01526 -2.82307 1.50342  0.107
H -1.68930 -3.19156 -1.72163  0.095
H -1.44496 -5.62132 -1.89320  0.098
H -0.30791 -6.89668 -0.09998  0.094
H 0.55386 -5.69466 1.88995  0.102
H 0.30684 -3.25182 2.05769  0.110
H -1.08718 -0.82984 -2.35947  0.094
H -2.94549 -0.42772 -3.91896  0.103
H -5.26826 -0.22939 -3.06356  0.095
H -5.67439 -0.37230 -0.62344  0.101
H -3.82334 -0.74777 0.91843  0.094
O 0.99233 -1.18080 -1.84939  -0.117
C 1.77659 -2.33652 -2.01365  -0.184
C 2.49322 -2.78054 -0.75839  -0.238
C 3.14242 -4.00890 -0.78787  -0.028
C 3.81744 -4.44995 0.33204  -0.070
C 3.83093 -3.62183 1.44582  -0.062
C 3.18075 -2.40476 1.38000  -0.110
N 2.50779 -1.97098 0.30695  0.124
H 1.55610 -0.54618 -1.35087  0.007
H 2.52216 -2.19462 -2.80352  0.115
H 1.11124 -3.13314 -2.34059  0.118
H 3.09985 -4.60867 -1.68915  0.117
H 4.31688 -5.41042 0.34037  0.102
H 4.33954 -3.91384 2.35475  0.100
H 3.19508 -1.73653 2.22949  0.093

HOMO energy (alpha / beta) (eV): -2.973 / -4.511
Total charge: -1
F_max (eV Å⁻¹): 2.52
2S+1: 3
Kohn-Sham gap (alpha / beta) (eV): 5.42 / 6.94
⟨S²⟩: 2.025

A structure of composition C45H36N2O5S2 in a non-equilibrium geometry. Source: OMol25; level of theory: the ωB97M-V functional and the def2-TZVPD basis.

Each line ends with the Löwdin charge.
Geometry (Å):
C -6.86088 2.24966 0.27162  -0.086
C -7.21924 2.16228 1.62433  -0.076
C -6.58313 1.24640 2.46023  -0.022
C -5.57413 0.42877 1.94375  -0.226
N -4.91907 -0.50760 2.81080  -0.019
C -5.38489 -1.85868 2.78048  -0.215
C -5.35430 -2.58193 1.57581  -0.014
C -5.92291 -3.85985 1.53535  -0.078
C -6.58471 -4.37415 2.66844  -0.094
C -6.61915 -3.64682 3.87178  -0.085
C -5.97211 -2.41152 3.94472  -0.014
C -3.83797 -0.09716 3.59148  -0.198
C -3.63491 1.25594 3.88314  0.012
C -2.43633 1.65965 4.44536  -0.047
C -1.32827 0.81442 4.66825  -0.191
C -0.06411 1.43967 5.13633  -0.044
C 1.14376 0.96087 4.50656  -0.205
C 2.44334 1.31195 4.96625  -0.011
C 3.60934 0.91925 4.32432  0.014
C 3.57789 -0.07910 3.33473  -0.207
N 4.78010 -0.60045 2.83460  -0.023
C 4.95522 -1.92544 2.29760  -0.224
C 4.84411 -2.13260 0.91786  -0.013
C 5.10696 -3.39938 0.38994  -0.076
C 5.52185 -4.43264 1.24245  -0.090
C 5.64733 -4.21556 2.61900  -0.081
C 5.36502 -2.95813 3.15215  -0.018
C 5.83224 0.31429 2.56824  -0.234
C 7.13356 0.01533 3.02978  -0.009
C 8.15547 0.93300 2.78995  -0.085
C 7.91760 2.05284 1.96694  -0.091
C 6.63311 2.28983 1.42762  -0.079
C 5.57313 1.44419 1.76288  -0.017
C 2.31067 -0.54709 2.92568  0.006
C 1.15090 0.06274 3.40642  -0.016
C -1.58973 -0.56830 4.44713  -0.033
C -2.82550 -1.01617 3.96612  0.002
C -5.24604 0.47221 0.58862  -0.016
C -5.87388 1.40021 -0.24364  -0.074
H -7.33549 2.99831 -0.37763  0.105
H -7.99338 2.80926 2.03308  0.103
H -6.85679 1.14486 3.50905  0.124
H -4.86786 -2.15317 0.69488  0.100
H -5.84588 -4.43861 0.61120  0.103
H -7.03757 -5.37804 2.63237  0.103
H -7.13493 -4.04388 4.75724  0.106
H -5.94456 -1.85581 4.88738  0.121
H -4.41338 1.98556 3.68859  0.112
H -2.32062 2.70346 4.71658  0.057
H -0.08481 1.65535 6.25788  0.147
H 2.53874 1.85875 5.90157  0.086
H 4.57495 1.34989 4.59908  0.127
H 4.52163 -1.31220 0.27775  0.121
H 4.96846 -3.57120 -0.67704  0.103
H 5.70883 -5.43573 0.83643  0.104
H 5.94558 -5.02133 3.29056  0.104
H 5.43989 -2.75566 4.21852  0.120
H 7.30910 -0.90330 3.60578  0.116
H 9.13839 0.77648 3.24800  0.104
H 8.72684 2.76782 1.76541  0.100
H 6.43643 3.13358 0.75825  0.103
H 4.55318 1.62951 1.39886  0.126
H 2.24287 -1.35074 2.19306  0.110
H 0.19543 -0.21890 2.96410  0.105
H -0.81580 -1.30257 4.65547  0.117
H -3.02096 -2.08767 3.84863  0.114
H -4.50364 -0.21849 0.19878  0.106
H -5.58709 1.45510 -1.29208  0.103
C -0.59157 3.56481 2.76399  -0.002
O 0.49746 3.51361 3.78451  -0.190
C 0.22213 3.40522 5.09418  -0.411
S 1.60626 4.17211 6.07136  0.759
O 1.83126 3.32962 7.24741  -0.307
O 2.69529 4.57444 5.20780  -0.269
C 0.91221 5.67361 6.81356  -0.243
C -0.46315 5.74588 6.67814  -0.268
C -1.17371 6.76104 7.32116  -0.026
C -0.46119 7.63872 8.14240  -0.050
C 0.93019 7.53884 8.28023  -0.052
C 1.64970 6.55988 7.60005  -0.026
S -1.19920 4.41446 5.77398  0.741
O -2.00997 5.03697 4.73510  -0.313
O -1.83967 3.57653 6.76597  -0.276
H -0.09669 4.08364 1.91597  0.102
H -0.90072 2.52599 2.46024  0.102
H -1.46934 4.17900 3.13502  0.077
H -2.24958 6.83377 7.14197  0.129
H -1.01505 8.40517 8.68455  0.112
H 1.47025 8.21658 8.91934  0.107
H 2.74030 6.45966 7.63268  0.133

HOMO energy (eV): -7.258
Total charge: 0
F_max (eV Å⁻¹): 4.24
Kohn-Sham gap (eV): 7.31
Energy relative to the best compared isomer or geometry (same formula, charge and spin) (eV): 0.000